This record from the Open Molecules 2025 dataset describes one molecule with the formula C19H38O2. The level of theory is ωB97M-V/def2-TZVPD.

Calculated values
* charge: 0
* molecular weight: 298.511 g/mol
* DFT total energy: -24415.94718 eV
* energy above the lowest of the compared OMol25 structures with the same formula, charge and spin: 31.89 kJ/mol
* HOMO-LUMO gap: 11.004 eV

XYZ file:
```
59
C19H38O2 (ωB97M-V/def2-TZVPD)
C 2.5124 4.2971 6.4341
C 2.5082 2.7771 6.5415
C 2.0162 2.1171 5.2555
C 2.0021 0.5942 5.3671
C 1.6264 -0.1060 4.0608
C 0.1818 0.1519 3.6349
C -0.2726 -0.7495 2.4865
C 0.4644 -0.4698 1.1781
C -0.1265 -1.2310 -0.0099
C 0.0372 -2.7452 0.1130
C -0.1250 -3.5037 -1.2061
C -1.5439 -3.5091 -1.7868
C -1.9096 -2.3189 -2.6773
C -1.0679 -2.2380 -3.9494
C -1.5964 -1.1789 -4.9146
C -1.5433 0.2376 -4.3825
O -2.3429 1.0901 -4.6751
O -0.4891 0.4468 -3.5949
C -0.2981 1.7780 -3.0853
C -1.2297 2.0339 -1.9055
C 1.1681 1.8953 -2.6954
H 3.1628 4.6203 5.6240
H 2.8671 4.7465 7.3588
H 1.5092 4.6683 6.2351
H 1.8644 2.4738 7.3705
H 3.5190 2.4267 6.7639
H 1.0110 2.4799 5.0343
H 2.6669 2.4118 4.4284
H 2.9968 0.2567 5.6702
H 1.3018 0.2964 6.1513
H 1.7647 -1.1825 4.1916
H 2.3078 0.2235 3.2744
H 0.0655 1.1950 3.3351
H -0.4720 -0.0224 4.4933
H -0.1271 -1.7925 2.7733
H -1.3428 -0.5956 2.3247
H 1.5173 -0.7376 1.2837
H 0.4146 0.6034 0.9721
H 0.3733 -0.8993 -0.9234
H -1.1864 -0.9832 -0.0932
H 1.0403 -2.9536 0.4958
H -0.6788 -3.1363 0.8384
H 0.1647 -4.5415 -1.0207
H 0.5751 -3.1020 -1.9392
H -1.6679 -4.4172 -2.3831
H -2.2595 -3.5642 -0.9630
H -1.8115 -1.3856 -2.1265
H -2.9605 -2.4237 -2.9613
H -0.0343 -1.9989 -3.7005
H -1.0809 -3.2068 -4.4544
H -2.6316 -1.3838 -5.1933
H -0.9989 -1.1866 -5.8309
H -0.5398 2.4806 -3.8939
H -1.0292 1.3231 -1.1078
H -1.0761 3.0419 -1.5309
H -2.2648 1.9331 -2.2224
H 1.3964 1.1980 -1.8931
H 1.3788 2.9056 -2.3572
H 1.8043 1.6672 -3.5466
```